Record 1
{
  "formula": "C21H16N6O8S5Sr",
  "method": "ωB97M-V/def2-TZVPD",
  "e_above_lowest_kcal_mol": 21.2,
  "lumo_energy_ev": 4.30,
  "homo_ev": -1.70,
  "homo_lumo_gap_ev": 6.008,
  "charge": -2,
  "species": ["Sr", "O", "C", "O", "C", "C", "C", "C", "C", "N", "C", "O", "O", "H", "H", "H", "H", "O", "C", "O", "C", "C", "N", "N", "C", "C", "O", "O", "H", "H", "H", "C", "N", "C", "C", "N", "C", "S", "C", "C", "C", "C", "C", "N", "H", "H", "H", "H", "H", "H", "H", "H", "H", "S", "S", "S", "S"],
  "xyz": [[-1.172, -0.809, -1.386], [-1.853, 2.510, -4.321], [-2.081, 1.971, -3.020], [-2.036, 0.690, -2.949], [-1.200, 2.759, -2.052], [-1.084, 4.144, -2.165], [-0.293, 4.816, -1.252], [0.371, 4.089, -0.274], [0.221, 2.712, -0.246], [-0.560, 2.058, -1.116], [1.067, 1.888, 0.741], [1.517, 2.501, 1.728], [1.241, 0.679, 0.434], [-2.227, 1.836, -4.903], [-1.607, 4.653, -2.964], [-0.181, 5.893, -1.309], [1.003, 4.544, 0.476], [3.250, -5.079, -2.907], [3.787, -4.277, -2.008], [4.957, -4.363, -1.682], [2.893, -3.266, -1.401], [3.307, -2.393, -0.409], [2.253, -1.629, -0.088], [1.177, -1.945, -0.811], [1.537, -2.918, -1.623], [0.538, -3.425, -2.640], [0.880, -4.443, -3.293], [-0.520, -2.770, -2.757], [2.257, -4.841, -3.062], [4.274, -2.279, 0.053], [2.168, -0.762, 0.468], [1.722, -3.487, 2.497], [1.194, -2.174, 2.792], [1.876, -1.181, 3.482], [1.108, -0.087, 3.474], [-0.062, -0.387, 2.779], [-0.010, -1.704, 2.334], [-1.139, -2.656, 1.550], [-0.998, 0.618, 2.397], [-0.974, 1.876, 2.999], [-1.872, 2.826, 2.544], [-2.754, 2.512, 1.519], [-2.691, 1.231, 1.008], [-1.837, 0.305, 1.438], [2.367, -3.800, 3.319], [2.291, -3.484, 1.565], [0.891, -4.177, 2.386], [2.853, -1.349, 3.901], [1.315, 0.891, 3.858], [-0.262, 2.140, 3.763], [-1.857, 3.819, 2.977], [-3.451, 3.224, 1.101], [-3.322, 0.888, 0.201], [-3.992, -1.735, -0.868], [-5.304, -0.138, -1.036], [-5.057, 0.904, -2.791], [-3.918, 2.580, -2.453]]
}

Record 2
{
  "formula": "C21H17Cl2FN4O4S",
  "method": "ωB97M-V/def2-TZVPD",
  "e_above_lowest_kcal_mol": 52.3,
  "lumo_energy_ev": -0.51,
  "homo_ev": -8.43,
  "homo_lumo_gap_ev": 7.915,
  "species": ["C", "C", "C", "C", "O", "C", "C", "N", "C", "C", "C", "N", "N", "C", "C", "C", "C", "Cl", "C", "C", "C", "Cl", "C", "F", "S", "C", "O", "C", "O", "C", "C", "O", "N", "H", "H", "H", "H", "H", "H", "H", "H", "H", "H", "H", "H", "H", "H", "H", "H", "H"],
  "xyz": [[-5.665, 3.174, 1.605], [-4.913, 2.603, 0.294], [-5.769, 1.516, -0.484], [-6.047, 0.245, 0.392], [-4.786, -0.387, 0.610], [-3.768, 0.454, 1.175], [-2.407, -0.370, 1.030], [-1.227, 0.332, 1.365], [-0.030, -0.447, 1.252], [1.149, 0.172, 1.306], [2.376, -0.722, 1.057], [2.485, -1.960, 1.363], [3.704, -2.465, 1.152], [4.538, -1.719, 0.529], [5.867, -2.277, 0.022], [5.708, -2.463, -1.507], [6.510, -1.775, -2.495], [7.322, -0.286, -2.122], [6.449, -2.180, -3.806], [5.550, -3.155, -4.279], [4.662, -3.726, -3.385], [3.492, -4.859, -3.815], [4.855, -3.454, -2.005], [4.112, -4.200, -1.099], [3.825, -0.091, 0.236], [1.293, 1.623, 1.391], [2.422, 2.222, 1.550], [0.061, 2.440, 1.312], [0.059, 3.787, 1.328], [-1.170, 1.769, 1.151], [-2.438, 2.511, 0.952], [-2.431, 3.718, 1.042], [-3.640, 1.898, 0.686], [-5.152, 2.848, 2.539], [-6.786, 3.040, 1.679], [-5.604, 4.263, 1.655], [-4.806, 3.468, -0.396], [-5.197, 1.204, -1.293], [-6.770, 1.950, -0.687], [-6.788, -0.488, -0.031], [-6.490, 0.515, 1.411], [-3.979, 0.484, 2.270], [-2.456, -0.743, -0.044], [-2.656, -1.260, 1.637], [-0.100, -1.449, 1.210], [6.166, -3.202, 0.607], [6.691, -1.518, 0.261], [7.111, -1.554, -4.470], [5.544, -3.402, -5.359], [-0.876, 3.915, 1.211]]
}

Record 3
{
  "formula": "C21H17Cl3N3O2S2Sn",
  "method": "ωB97M-V/def2-TZVPD",
  "lumo_energy_ev": [0.16, 0.16],
  "homo_ev": [-4.40, -7.79],
  "homo_lumo_gap_ev": [4.555, 7.943],
  "spin_multiplicity": 2,
  "species": ["Sn", "O", "N", "C", "C", "C", "C", "C", "S", "H", "H", "H", "H", "Cl", "C", "C", "C", "C", "C", "C", "N", "C", "C", "N", "C", "O", "C", "C", "C", "Cl", "S", "C", "C", "C", "Cl", "C", "H", "H", "H", "H", "H", "H", "H", "H", "H", "H", "H", "H", "H"],
  "xyz": [[3.314, -1.382, -0.155], [3.526, -3.064, -1.251], [2.951, -4.221, -0.756], [2.790, -5.266, -1.676], [2.193, -6.418, -1.284], [1.700, -6.577, 0.038], [1.810, -5.466, 0.920], [2.418, -4.308, 0.535], [2.562, -2.914, 1.596], [3.191, -5.072, -2.659], [2.104, -7.218, -2.011], [1.232, -7.498, 0.360], [1.418, -5.513, 1.929], [-3.557, -0.220, 4.404], [-3.110, 0.492, 2.891], [-2.038, 1.355, 2.822], [-1.688, 1.910, 1.598], [-2.375, 1.606, 0.428], [-1.992, 2.210, -0.918], [-1.504, 1.186, -1.957], [-0.667, 0.088, -1.459], [-1.137, -1.075, -0.862], [-0.038, -1.790, -0.511], [1.088, -1.088, -0.895], [0.678, 0.030, -1.443], [-1.126, 3.327, -0.794], [0.268, 3.075, -0.733], [0.917, 4.218, -0.020], [2.245, 4.248, 0.239], [3.359, 3.006, -0.162], [2.730, 5.678, 1.036], [1.128, 6.273, 1.031], [0.268, 5.406, 0.440], [-3.479, 0.777, 0.556], [-4.490, 0.432, -0.824], [-3.852, 0.207, 1.763], [-1.480, 1.598, 3.718], [-0.875, 2.620, 1.570], [-2.898, 2.632, -1.345], [-0.955, 1.725, -2.726], [-2.373, 0.742, -2.426], [-2.193, -1.289, -0.777], [0.033, -2.752, -0.021], [1.323, 0.782, -1.879], [0.688, 2.990, -1.740], [0.495, 2.144, -0.215], [0.913, 7.239, 1.469], [-0.797, 5.580, 0.336], [-4.717, -0.441, 1.821]]
}

no.,M (u)
1,728.35
2,511.36
3,632.59